{
  "formula": "C12H28BO",
  "method": "ωB97M-V/def2-TZVPD",
  "species": ["C", "O", "C", "C", "C", "C", "C", "C", "C", "B", "C", "C", "C", "C", "H", "H", "H", "H", "H", "H", "H", "H", "H", "H", "H", "H", "H", "H", "H", "H", "H", "H", "H", "H", "H", "H", "H", "H", "H", "H", "H", "H"],
  "coordinates": [[0.5643, 2.4731, 3.1508], [0.6927, 3.7233, 2.5059], [0.7427, 3.5824, 1.0972], [-0.5430, 2.9224, 0.4875], [-0.4249, 3.0656, -1.0580], [-1.4360, 2.1267, -1.8273], [-0.7929, 0.7026, -1.8435], [-1.7796, -0.4399, -2.2496], [-1.4546, -1.6908, -1.3649], [-0.0631, -2.4812, -1.7967], [0.3568, -3.4236, -0.4754], [1.0183, -2.4772, 0.5872], [2.5124, -2.8141, 0.8739], [0.2241, -2.4479, 1.9439], [-0.4840, 2.1220, 3.2243], [0.9518, 2.6033, 4.1793], [1.1616, 1.6655, 2.6843], [0.7863, 4.6114, 0.6893], [1.6232, 3.0212, 0.7291], [-1.4326, 3.4591, 0.8574], [-0.5149, 1.8590, 0.7725], [0.5801, 2.6700, -1.3267], [-0.4489, 4.1112, -1.4116], [-1.5281, 2.5420, -2.8502], [-2.4090, 2.1591, -1.3078], [0.0739, 0.7595, -2.5277], [-0.4394, 0.4779, -0.8184], [-2.8043, -0.0894, -1.9852], [-1.7118, -0.6620, -3.3275], [-2.2862, -2.4233, -1.4752], [-1.4406, -1.3533, -0.3031], [-0.2574, -3.2421, -2.7267], [0.8331, -1.7307, -2.0977], [-0.6175, -3.7891, -0.0706], [0.9942, -4.2852, -0.7539], [1.0080, -1.4337, 0.2067], [2.9206, -2.0372, 1.5567], [2.6235, -3.8216, 1.3201], [3.0970, -2.7526, -0.0618], [0.5549, -1.5737, 2.5501], [0.3995, -3.3923, 2.4919], [-0.8502, -2.2961, 1.7515]],
  "forces_ev_per_angstrom": [[0.1416, -0.3381, 0.8913], [0.3005, -0.5201, -0.2709], [-1.3736, 0.4184, -0.7845], [1.3534, 0.8628, -0.4944], [-0.0930, -1.1899, -0.0492], [1.3904, 0.5226, 0.4358], [-1.0541, 0.3601, -0.4810], [0.3172, 0.1251, 1.3694], [-0.1868, 0.0464, -1.0615], [-0.4402, -0.8019, 0.8026], [-0.0875, 1.0586, 0.1105], [-0.0863, -0.5440, 0.6623], [-0.4613, 0.5708, -0.1502], [0.5600, 0.4002, -0.6163], [0.3835, 0.2279, -0.1746], [-0.2479, -0.0509, -0.4319], [-0.1781, 0.4108, -0.0429], [0.2230, -0.4241, 0.2802], [-0.1465, 0.1192, 0.4473], [0.2240, -0.4424, 0.0327], [-0.5174, 0.3622, -0.1696], [-0.3871, 0.3949, 0.0455], [-0.2188, -0.2665, 0.4011], [-0.2850, -0.4113, 0.3838], [0.2226, -0.1533, -0.3395], [-0.2599, -0.2378, 0.4628], [0.0476, 0.0828, -0.5619], [0.3796, -0.0819, -0.4961], [-0.1156, 0.0169, 0.3781], [0.2750, 0.3267, 0.2471], [-0.0839, -0.1184, -0.4363], [-0.2780, -0.0491, -0.5008], [0.4638, 0.4019, -0.0403], [0.6624, -0.1601, -0.1145], [-0.1451, 0.3158, 0.3435], [-0.0643, -0.4914, 0.0033], [-0.0353, -0.5493, -0.1551], [-0.0125, 0.4578, -0.1738], [-0.2404, -0.1895, 0.3276], [-0.0403, -0.5964, -0.0754], [-0.2402, 0.4067, -0.0729], [0.3344, -0.2720, 0.0689]],
  "lowdin_charge": [-0.14, -0.20, -0.25, -0.18, -0.23, -0.21, -0.23, -0.24, -0.25, -0.54, -0.21, -0.46, -0.11, -0.11, 0.09, 0.09, 0.09, 0.12, 0.12, 0.12, 0.10, 0.10, 0.10, 0.10, 0.10, 0.11, 0.09, 0.09, 0.10, 0.08, 0.07, 0.03, 0.04, 0.07, 0.07, 0.10, 0.06, 0.07, 0.07, 0.06, 0.07, 0.06],
  "e_tot_ev": -15621.7906,
  "charge": -1,
  "lumo_energy_ev": 3.051,
  "molar_mass_g_mol": 199.2,
  "orbital_gap_ev": 7.38
}

***

{
  "formula": "CH4N5",
  "method": "ωB97M-V/def2-TZVPD",
  "species": ["C", "N", "N", "N", "N", "N", "H", "H", "H", "H"],
  "coordinates": [[1.2939, -0.5204, -0.0010], [-0.0891, -0.1871, 0.0018], [-0.9523, -1.1234, 0.0172], [-2.1823, -0.4254, 0.0097], [-1.9914, 0.7960, 0.0202], [-0.6566, 1.0221, -0.0507], [1.8311, -0.3661, 0.9681], [1.2654, -1.5121, -0.2084], [1.9137, 0.3199, -0.5460], [-0.4323, 1.9965, -0.2108]],
  "forces_ev_per_angstrom": [[3.2183, 5.0129, 1.0475], [-0.2575, 0.9845, -0.1298], [-1.7814, 2.4465, 0.0450], [0.5203, -2.8900, 0.4833], [1.3599, 1.5426, -0.7274], [-2.7682, -1.6789, 0.7709], [-1.2848, -0.3489, -0.0075], [0.9465, -2.7990, -1.4027], [-1.3614, -2.2952, -0.1335], [1.4083, 0.0254, 0.0541]],
  "lowdin_charge": [0.05, -0.16, 0.21, 0.08, 0.09, 0.15, 0.14, 0.07, 0.17, 0.21],
  "e_tot_ev": -8540.6532,
  "de_lowest_kcal_mol": 70.24,
  "charge": 1,
  "lumo_energy_ev": -6.152,
  "molar_mass_g_mol": 86.1,
  "orbital_gap_ev": 11.26
}

***

{
  "formula": "C21H41N5O24S2",
  "method": "ωB97M-V/def2-TZVPD",
  "species": ["C", "N", "O", "O", "H", "H", "H", "C", "N", "O", "O", "H", "H", "H", "C", "N", "O", "O", "H", "H", "H", "C", "N", "O", "O", "H", "H", "H", "C", "N", "O", "O", "H", "H", "H", "O", "S", "O", "O", "C", "C", "O", "H", "H", "H", "H", "O", "S", "O", "O", "C", "C", "O", "H", "H", "H", "H", "O", "C", "C", "C", "C", "O", "H", "H", "H", "H", "H", "H", "O", "C", "C", "C", "C", "O", "H", "H", "H", "H", "H", "H", "O", "C", "C", "C", "C", "O", "H", "H", "H", "H", "H", "H"],
  "coordinates": [[0.0877, 0.0554, -4.9689], [-0.2800, -1.3726, -4.9455], [-1.4330, -1.6059, -4.6665], [0.5857, -2.2087, -5.0850], [-0.0035, 0.4116, -3.9486], [-0.5472, 0.5474, -5.6987], [1.1266, 0.2084, -5.2497], [2.1081, 2.8382, 1.1256], [2.6279, 3.6725, 2.2550], [3.8048, 3.8242, 2.3808], [1.7774, 4.1822, 2.9421], [2.8730, 2.1061, 0.8789], [2.0522, 3.4598, 0.2336], [1.1420, 2.5144, 1.4824], [-1.9143, 2.4688, 4.4439], [-2.2890, 2.9025, 3.0812], [-3.3698, 3.4245, 2.9332], [-1.5057, 2.6958, 2.1702], [-2.1642, 3.2860, 5.1209], [-0.8464, 2.3389, 4.5107], [-2.5836, 1.6466, 4.6758], [-3.0380, -3.2845, -1.8462], [-3.6730, -2.4247, -0.8251], [-4.5736, -2.9057, -0.1692], [-3.1677, -1.3452, -0.6165], [-3.1907, -2.7488, -2.7870], [-3.4763, -4.2697, -1.9109], [-1.9736, -3.3126, -1.6390], [0.8469, -0.3274, 4.2240], [2.0716, -0.5799, 3.4432], [2.0345, -1.5574, 2.7162], [2.9784, 0.2299, 3.4619], [0.9579, 0.5183, 4.8864], [0.5361, -1.2392, 4.7202], [0.2104, -0.1393, 3.3531], [-5.3526, 0.8782, -1.8613], [-3.9947, 1.1062, -2.2501], [-3.3111, 0.1210, -3.0291], [-3.9265, 2.5154, -3.0098], [-2.9265, 3.3528, -2.4369], [-2.9000, 2.9954, -0.9662], [-3.1099, 1.5710, -0.9429], [-1.9747, 3.0395, -2.8723], [-3.1725, 4.3930, -2.6193], [-3.7067, 3.4063, -0.3552], [-1.9755, 3.3672, -0.5299], [-1.9281, -1.9197, 3.0327], [-1.4088, -3.2580, 3.0329], [-0.1217, -3.5414, 2.4884], [-1.4954, -3.8902, 4.5199], [-2.5903, -4.7545, 4.7213], [-3.4498, -4.6328, 3.4488], [-2.5382, -4.2365, 2.4315], [-2.3359, -5.8113, 4.7848], [-3.1884, -4.4505, 5.5754], [-4.3343, -4.0012, 3.5419], [-3.8024, -5.6027, 3.0995], [6.4441, -3.9591, 2.3191], [5.6303, -3.7118, 1.4837], [4.2766, -4.3420, 1.2714], [3.6636, -3.5550, 0.0954], [4.6851, -2.4277, -0.1493], [5.8743, -2.8027, 0.5227], [4.3326, -5.4028, 1.0542], [3.7326, -4.1737, 2.2025], [3.5089, -4.2648, -0.7156], [2.6863, -3.1172, 0.2992], [4.8695, -2.2988, -1.2207], [4.3657, -1.4184, 0.1229], [-0.0581, 1.9735, -1.0965], [-0.0625, 0.7796, -0.9597], [-0.5799, -0.0005, 0.2084], [0.2340, -1.2810, 0.0992], [0.5039, -1.4400, -1.4011], [0.5363, -0.0507, -1.8254], [-0.6735, 0.5926, 1.1120], [-1.6210, -0.2152, -0.0839], [1.1237, -1.1182, 0.7021], [-0.3832, -2.1235, 0.4113], [1.5085, -1.8155, -1.5873], [-0.2368, -2.0782, -1.8820], [0.1709, 6.4317, -3.9853], [0.9675, 5.5934, -3.7750], [0.7473, 4.2478, -3.1275], [2.0866, 3.5340, -3.3834], [3.0512, 4.6991, -3.6421], [2.2674, 5.8125, -4.0402], [0.4717, 4.3091, -2.0778], [-0.1050, 3.8010, -3.6370], [2.3989, 2.9874, -2.4962], [1.9551, 2.8502, -4.2195], [3.5779, 4.9175, -2.7100], [3.8019, 4.4104, -4.3755]],
  "forces_ev_per_angstrom": [[0.6360, 0.6211, -0.3953], [0.2421, 0.0041, 0.6711], [-0.3851, -0.2340, -0.1703], [0.2247, -0.1347, -0.2200], [-0.4801, 0.1258, -0.0580], [-0.2681, 0.0966, 0.3024], [0.0210, -0.4973, -0.1577], [0.7416, 0.2099, -0.0464], [-0.7570, -0.1579, -0.9283], [1.2949, 0.0313, 0.0688], [-0.5776, 0.3636, 0.7650], [-0.2845, -0.4042, 0.3962], [-0.3786, 0.3056, 0.2379], [-0.1353, -0.4058, -0.4463], [-0.4262, 0.8864, 0.5444], [0.1053, 0.2051, -0.7262], [-0.1160, -0.0009, 0.2172], [0.1608, -0.1465, 0.2206], [-0.1881, 0.0156, -0.1614], [0.1003, -0.6133, -0.2426], [0.4223, -0.3560, 0.0594], [0.0509, 0.6059, -1.1330], [0.1915, -1.1174, 1.1056], [-0.2682, 0.1851, -0.2140], [-0.1862, 0.1379, -0.1642], [0.1917, -0.0872, 0.0014], [-0.2080, 0.0110, 0.3894], [-0.0284, -0.0415, 0.1006], [-0.3047, -0.0093, -0.8590], [1.0444, -0.1175, -0.3059], [0.2387, 0.0495, 0.3261], [-0.2990, -0.0960, 0.2052], [0.1648, 0.0820, -0.0272], [0.0642, -0.0355, -0.0153], [-0.7456, 0.2070, 0.7203], [0.8868, 0.0376, -0.1248], [-0.3796, 0.5725, 0.4648], [0.0511, 0.4826, 0.5803], [-0.5582, -0.4208, 0.0517], [0.3562, -0.3814, 0.3523], [-0.7703, 0.7063, 0.2251], [0.1075, -0.6424, -1.1184], [0.0537, 0.4195, -0.0440], [0.0229, -0.0058, -0.1787], [-0.1466, 0.2922, -0.3730], [0.2424, -0.9405, 0.1458], [0.5881, -0.6920, 0.1830], [-0.8618, -0.4163, 0.2908], [-0.9829, 0.0101, 0.2012], [0.8045, 0.5570, -0.0799], [-1.5505, -0.3475, -0.8178], [-0.4430, -0.7623, -0.1628], [0.9156, 0.8067, -0.3745], [0.7936, 0.2169, 0.3921], [0.3237, 0.0865, 0.2319], [0.3888, 0.5045, -0.1377], [-0.0451, -0.0345, 0.2590], [0.0445, -0.1801, 0.2733], [0.3969, -0.5826, -0.2131], [-0.7711, 0.9571, 0.1955], [-0.2012, -0.0248, 0.5326], [-0.4411, -0.1487, -1.4798], [0.1048, 0.7528, -0.1845], [0.2395, -0.0700, 0.2314], [-0.1085, -0.2736, -0.0327], [0.3296, 0.4005, -0.4305], [-0.0016, -0.1487, 0.3091], [0.4437, -0.3759, 0.0652], [-0.1191, -0.2573, 0.7921], [0.0752, 0.2138, -0.6329], [0.2572, 0.1215, 1.2311], [-1.1682, -0.2008, -1.4311], [-0.8270, -0.3095, 0.5545], [0.8002, 1.0687, 1.4417], [-0.1307, -0.2519, -1.4258], [0.5439, -0.1340, 0.1722], [0.3501, 0.1140, 0.2387], [0.2147, -0.7403, -0.1613], [0.5389, -0.0636, 0.5119], [-0.1298, -0.1785, -0.1676], [-0.1277, 0.5894, -0.4080], [-1.6346, 1.2370, -0.4983], [0.5553, -0.3184, 1.0417], [0.3437, -0.3418, -0.6847], [-0.7657, 0.1184, 0.5961], [0.2693, -1.0535, 0.4507], [0.7552, -0.3288, -0.3683], [0.1266, 0.3108, 0.0460], [0.1007, -0.1700, 0.0335], [0.0214, -0.2897, -0.1841], [0.3717, 0.0130, -0.0858], [-0.0168, 0.3310, -0.0733], [-0.0955, 0.4773, -0.2826]],
  "lowdin_charge": [0.04, -0.45, 0.06, 0.07, 0.08, 0.11, 0.10, 0.05, -0.46, 0.09, 0.05, 0.10, 0.09, 0.07, 0.05, -0.43, 0.08, 0.05, 0.10, 0.08, 0.11, 0.06, -0.41, 0.08, 0.03, 0.10, 0.10, 0.08, 0.06, -0.43, 0.03, 0.08, 0.10, 0.10, 0.09, -0.22, 0.64, -0.24, -0.19, -0.16, -0.17, -0.21, 0.11, 0.14, 0.13, 0.11, -0.23, 0.62, -0.22, -0.19, -0.16, -0.16, -0.19, 0.13, 0.13, 0.13, 0.13, 0.13, -0.49, -0.06, -0.14, -0.16, 0.04, 0.12, 0.12, 0.11, 0.09, 0.12, 0.12, 0.09, -0.47, -0.07, -0.13, -0.09, 0.01, 0.11, 0.10, 0.09, 0.10, 0.12, 0.11, 0.14, -0.51, -0.08, -0.14, -0.16, 0.04, 0.12, 0.11, 0.10, 0.11, 0.12, 0.12],
  "e_tot_ev": -100686.9129,
  "charge": 0,
  "lumo_energy_ev": -0.206,
  "molar_mass_g_mol": 811.7,
  "orbital_gap_ev": 9.96
}

***

> Number 1 is which compound?

C12H28BO